No. 1
Molecular formula: C21H25BF2N2O6
Method: DFT, ωB97M-V/def2-TZVPD

Geometry as XYZ:
```
57
Properties=species:S:1:pos:R:3:forces:R:3
C -2.21576 -3.54829 3.46546 -2.91 -1.61 -2.88
H -0.83506 -4.60879 -1.10347 -0.34 0.15 0.63
H -0.22047 -3.32947 1.59783 -0.13 -0.66 -0.33
F 1.27723 4.44008 -2.31728 0.11 0.03 -0.09
C -2.05760 3.86640 0.00574 -0.06 0.02 0.05
C 1.30659 -3.85837 0.14901 -0.74 0.68 0.68
H -0.07521 -1.37952 0.57292 0.80 0.04 -0.15
C -3.30398 -1.45660 -0.02315 0.28 -3.24 1.11
H -0.21839 2.32996 -2.39489 0.04 0.00 0.08
H -2.04138 -2.34946 1.67223 -0.30 -0.92 0.20
O -3.91038 -2.12534 1.06009 0.69 0.06 -0.41
O -3.27124 -5.52001 -1.66791 0.24 1.56 0.37
F 4.23938 1.81132 1.53265 0.00 -0.08 0.02
H 3.82725 6.23119 2.23732 -0.01 -0.06 -0.01
H 2.00955 -2.54395 -1.44751 -0.77 -0.10 0.27
C -0.19560 5.23659 -0.66170 0.15 0.24 0.02
H 0.25032 -2.88439 -1.59974 0.47 -0.06 0.50
C -1.20269 -4.54071 -0.05927 0.45 0.62 1.51
H -2.22806 1.96524 -0.97927 0.06 0.02 0.00
C -1.66148 2.88425 -0.89362 0.02 0.18 0.06
H 0.94622 -0.49315 -1.99691 -0.50 0.25 -0.01
C 4.38324 3.33385 -0.25681 0.03 -0.19 -0.16
C -2.87251 -3.05602 1.40620 1.95 1.32 -0.83
C -0.53710 3.08045 -1.68353 0.09 -0.13 -0.22
O -3.07516 -3.93352 2.51358 0.38 1.09 0.31
N 0.26861 -0.36979 -1.23945 0.30 -0.64 0.71
C -0.02971 -4.19927 0.93827 1.08 -0.25 -1.00
O -3.47818 -0.34736 -0.29578 -0.41 1.87 -0.86
H 0.17248 -5.09402 1.57451 -0.24 0.80 -0.29
N -1.37223 -3.23295 4.14363 1.94 0.80 2.11
H -2.93757 3.71521 0.61969 0.04 0.00 -0.03
H -5.01382 -3.23709 -1.51391 -0.42 -0.27 0.43
B -3.59378 -4.40660 -0.85939 -1.51 -0.68 -0.21
C 4.00409 4.10768 1.99456 -0.03 -0.06 0.26
C 0.75010 -1.30709 -0.16530 -0.19 -0.11 -1.71
C -1.32676 5.04370 0.12008 0.00 -0.22 -0.11
H -1.55586 -5.56470 0.20904 0.01 0.82 -0.34
C 4.20907 3.08201 1.09108 -0.03 0.48 -0.17
H 4.12307 6.70916 -0.17238 0.00 -0.05 0.02
O -4.94381 -3.98866 -0.89850 1.56 0.31 -0.37
H 2.02625 -3.46153 0.91021 -0.34 -0.50 -0.63
H -2.88646 -5.16928 -2.49029 -0.05 -0.59 0.17
H 3.86579 3.87886 3.04376 0.02 -0.03 -0.04
C 3.97876 5.41852 1.53752 0.02 -0.10 -0.20
C 1.06317 -2.69241 -0.86656 0.80 0.16 0.83
H 4.47392 4.85336 -1.76775 -0.02 -0.04 0.04
C 4.14738 5.68641 0.18459 0.00 0.08 -0.04
H 1.67775 -0.84598 0.23151 -0.68 -0.51 0.27
H 4.54511 2.50925 -0.93960 -0.03 0.00 0.04
O -2.43097 -2.33742 -0.67849 -0.31 0.93 0.74
H 1.74566 -4.77575 -0.29876 -0.34 0.63 0.08
C -2.45710 -3.61859 0.03648 -1.08 -2.19 -0.68
H 0.39172 6.14295 -0.58142 0.01 -0.04 -0.03
C 4.34688 4.64440 -0.71298 -0.02 0.05 0.22
C 0.18298 4.25215 -1.55579 -0.46 -0.08 0.34
H -1.63812 5.81045 0.81889 0.05 -0.02 -0.03
H -0.62607 -0.75739 -1.54542 0.29 0.26 -0.25
```
Forces are in eV/Å.

spin multiplicity: 1
LUMO: -0.1 eV
SMILES: N#CO[C@@H]1OC(=O)O[C@]1(CCCCCN)B(O)O.Fc1ccccc1.Fc1ccccc1
HOMO-LUMO gap: 8.8 eV

No. 2
Molecular formula: C21H25BrN4
Method: DFT, ωB97M-V/def2-TZVPD

Geometry as XYZ:
```
51
Properties=species:S:1:pos:R:3:forces:R:3
C 0.71556 -2.80011 0.93576 0.34 -5.30 3.10
H -0.10888 2.19546 2.20986 0.01 1.22 0.12
C -1.40758 0.60858 0.54059 -8.99 9.61 2.91
H 1.18519 0.90745 2.46670 -1.13 0.25 0.41
H 3.31418 -1.94831 -1.42882 9.16 -3.01 -8.23
C 1.74501 1.89872 0.78338 0.84 0.80 -0.79
H -4.34830 3.25685 1.46317 -0.01 3.64 2.81
H -0.05147 -2.79586 1.66563 -0.76 0.65 1.08
H 2.04425 -1.61952 1.81183 0.37 4.77 2.07
H -0.88968 -0.43165 -1.62631 0.33 0.71 -1.21
C 2.13061 -2.56162 1.54921 -3.14 -2.90 -2.42
H 0.72877 -3.93577 0.71703 -0.15 1.04 -0.29
C -3.41174 0.69599 -0.23506 -1.13 -9.01 -9.60
H -6.62031 1.04964 -1.54395 2.53 -0.02 1.94
C -5.65163 1.12994 -0.82802 0.27 -3.99 -6.43
H 2.34198 -3.23105 2.31855 0.04 -0.95 1.55
H 3.24395 -3.68646 -0.11083 -0.41 1.60 1.85
H -1.80859 -2.31677 0.62781 1.56 0.36 -3.20
H -1.31755 -3.10375 -1.16017 0.49 2.45 -0.08
H 0.77706 -1.54418 -2.00472 1.37 -3.61 0.38
C -1.73742 -0.83898 -1.03457 4.69 -7.83 -13.25
C 1.32981 2.69855 -0.28786 -8.09 -0.98 6.96
C 2.67649 -1.67040 -0.88184 -10.17 -5.57 8.72
H 1.32228 -3.40201 -1.39552 0.21 -5.63 -1.52
H 4.20704 3.26036 -1.92505 -2.16 -1.52 3.16
C -1.08155 -2.03415 -0.75373 0.29 -7.67 9.54
H 1.85550 4.11239 -1.88713 1.09 -2.57 2.69
C 0.60706 1.54801 1.76886 1.41 -4.41 -1.99
C 1.24237 -2.44941 -1.24904 0.76 13.81 -0.68
N -0.29172 0.52930 0.92836 13.81 -5.46 2.13
H -4.60016 -0.60610 -1.75747 1.18 3.14 1.33
H 0.32437 3.18707 -0.14185 0.52 -1.17 -0.63
C 3.03569 -2.68029 0.46109 6.42 2.97 -4.82
H -2.44630 -1.09313 -1.79929 -0.51 -0.29 -0.82
C -3.35244 1.71519 0.42960 1.94 11.48 12.55
C -4.52626 2.50891 0.85225 3.05 -6.77 -6.04
C -5.54829 2.08868 0.03522 -1.47 5.87 4.36
C 3.42666 2.75288 -0.90956 4.71 6.41 -9.89
H 4.13463 -2.08811 0.71745 -2.55 -2.36 -0.26
H 2.60544 -0.72681 -0.57733 -0.60 3.86 0.71
N -2.18127 0.04683 -0.36751 -3.77 9.05 11.12
H 3.34412 0.78126 1.48775 0.78 -0.36 0.93
C 3.15480 1.55238 0.77979 -5.68 -2.50 4.22
C -4.40852 0.47078 -1.15484 -4.85 -4.08 -0.38
N 0.40258 -2.03861 -0.14171 -2.73 1.53 -3.54
H -6.30958 2.80057 0.08261 -2.17 0.62 0.18
C 4.04371 1.92879 -0.13884 -0.17 -1.28 1.73
C 2.15727 3.26190 -1.01373 4.50 5.04 -7.84
Br 5.72353 1.25176 -0.06118 1.50 -0.25 -0.44
N -2.08866 1.87494 1.19632 -1.39 -4.41 -4.60
H 0.36801 -0.51012 0.58712 -2.15 3.01 0.40
```
Forces are in eV/Å.

spin multiplicity: 1
LUMO: 0.6 eV
HOMO-LUMO gap: 7.2 eV